Entry 1:
The following is a DFT calculation (ωB97M-V/def2-TZVPD) of C21H56AsF6O21S7 as an isolated structure.

Positions of all 112 atoms, in Å:
As (0.14, -0.94, 1.45)
F (-0.09, 0.73, 1.85)
F (0.80, -1.21, 3.01)
F (0.35, -2.63, 1.11)
F (-0.45, -0.64, -0.15)
F (1.72, -0.63, 0.81)
F (-1.48, -1.25, 1.99)
O (-3.20, -5.69, 4.47)
S (-2.72, -5.39, 3.17)
O (-2.35, -6.40, 2.26)
O (-3.82, -4.55, 2.38)
C (-4.70, -3.72, 3.15)
C (-5.51, -2.86, 2.21)
C (-1.46, -4.17, 3.25)
H (-4.07, -3.05, 3.74)
H (-5.36, -4.30, 3.79)
H (-4.87, -2.18, 1.64)
H (-6.21, -2.26, 2.79)
H (-6.03, -3.50, 1.49)
H (-1.14, -3.87, 2.27)
H (-0.66, -4.45, 3.94)
H (-1.87, -3.34, 3.84)
O (2.86, 6.97, 1.56)
S (3.48, 5.89, 0.87)
O (4.86, 5.93, 0.51)
O (3.28, 4.58, 1.71)
C (2.05, 4.44, 2.42)
C (1.77, 3.02, 2.87)
C (2.53, 5.49, -0.59)
H (1.20, 4.81, 1.82)
H (2.07, 5.08, 3.31)
H (1.71, 2.45, 1.94)
H (0.84, 2.94, 3.42)
H (2.62, 2.59, 3.40)
H (3.16, 5.72, -1.44)
H (1.67, 6.16, -0.61)
H (2.28, 4.44, -0.55)
O (1.29, 4.34, -4.18)
S (1.90, 3.09, -3.86)
O (2.63, 2.95, -2.65)
O (0.74, 2.04, -3.95)
C (0.98, 0.68, -3.52)
C (-0.37, 0.03, -3.29)
C (2.88, 2.64, -5.25)
H (1.51, 0.66, -2.57)
H (1.49, 0.13, -4.31)
H (-1.04, 0.64, -2.70)
H (-0.28, -0.96, -2.85)
H (-0.82, -0.22, -4.27)
H (2.35, 2.88, -6.16)
H (3.05, 1.56, -5.19)
H (3.87, 3.07, -5.20)
O (2.49, -5.05, -3.95)
S (1.96, -4.13, -3.00)
O (2.26, -2.74, -3.08)
O (0.37, -4.26, -2.99)
C (-0.21, -5.56, -3.25)
C (-0.64, -5.55, -4.69)
C (2.30, -4.70, -1.35)
H (-1.10, -5.59, -2.61)
H (0.38, -6.43, -2.97)
H (-1.28, -4.72, -4.95)
H (-1.12, -6.50, -4.95)
H (0.27, -5.57, -5.29)
H (1.64, -4.19, -0.66)
H (3.34, -4.48, -1.14)
H (2.15, -5.78, -1.36)
O (-5.09, -3.16, -3.15)
S (-5.57, -2.86, -1.84)
O (-6.91, -3.19, -1.45)
O (-4.62, -3.54, -0.76)
C (-3.37, -4.08, -1.21)
C (-2.30, -3.02, -1.32)
C (-5.27, -1.17, -1.48)
H (-3.45, -4.57, -2.18)
H (-3.07, -4.81, -0.46)
H (-1.32, -3.49, -1.20)
H (-2.33, -2.23, -0.57)
H (-2.15, -2.69, -2.36)
H (-5.38, -1.01, -0.41)
H (-5.96, -0.56, -2.05)
H (-4.25, -0.87, -1.72)
O (7.08, 0.50, 2.17)
S (5.89, 1.12, 1.69)
O (5.27, 2.14, 2.48)
O (6.23, 1.69, 0.27)
C (5.24, 2.41, -0.50)
C (5.96, 2.88, -1.73)
C (4.66, -0.07, 1.31)
H (4.97, 3.33, 0.02)
H (4.40, 1.76, -0.72)
H (6.47, 2.11, -2.32)
H (6.82, 3.51, -1.49)
H (5.32, 3.46, -2.41)
H (4.31, -0.51, 2.24)
H (5.02, -0.85, 0.65)
H (3.85, 0.45, 0.80)
O (-0.87, 6.62, 3.96)
S (-1.77, 5.82, 3.22)
O (-1.63, 5.72, 1.81)
O (-1.73, 4.38, 3.86)
C (-1.95, 3.24, 2.97)
C (-2.59, 2.09, 3.70)
C (-3.42, 6.29, 3.65)
H (-1.00, 2.89, 2.57)
H (-2.59, 3.56, 2.15)
H (-1.94, 1.63, 4.45)
H (-2.58, 1.28, 2.96)
H (-3.61, 2.22, 4.04)
H (-3.35, 6.42, 4.74)
H (-4.09, 5.45, 3.48)
H (-3.69, 7.24, 3.22)

Summary:
Spin multiplicity: 1
Net charge: -1
E: -8036.2349 Eh
Energy above the lowest of the compared OMol25 structures with the same formula, charge and spin: 159.5 kJ/mol
Gap between HOMO and LUMO: 0.3935 Eh
Strongest force on any atom: 2.1 eV/A
LUMO level: 1.846 eV



Entry 2:
The following is a DFT calculation (ωB97M-V/def2-TZVPD) of C4H4N2O as an isolated structure.

Positions of all 11 atoms, in Å:
O (1.48, -0.52, 0.78)
C (1.31, -1.18, -0.52)
C (1.27, 0.67, 0.12)
C (0.00, 1.12, 0.04)
N (-1.07, 0.25, 0.22)
C (-1.00, -1.08, -0.07)
N (0.05, -1.66, -0.55)
H (2.12, 1.22, -0.26)
H (-0.24, 2.15, -0.17)
H (-1.98, 0.64, 0.40)
H (-1.94, -1.62, 0.01)

Summary:
Spin multiplicity: 1
E: -339.4386 Eh
Energy above the lowest of the compared OMol25 structures with the same formula, charge and spin: 375.5 kJ/mol
Gap between HOMO and LUMO: 0.3206 Eh
Strongest force on any atom: 0.9 eV/A
LUMO level: 0.439 eV



Entry 3:
The following is a DFT calculation (ωB97M-V/def2-TZVPD) of C30H55AsBN6ReS as an isolated structure.

Positions of all 95 atoms, in Å:
Re (-0.77, -0.78, -1.14)
C (-1.97, -4.20, 2.39)
C (-1.70, -3.25, 1.24)
C (-0.81, -3.89, 0.17)
C (-1.07, -1.96, 1.70)
C (-0.64, -1.62, 2.95)
C (0.06, -0.40, 2.82)
C (0.84, 0.31, 3.88)
C (0.08, 0.34, 5.21)
C (2.19, -0.41, 4.04)
N (0.01, -0.03, 1.54)
N (-0.72, -0.97, 0.83)
B (0.85, 1.00, 0.75)
N (1.81, 0.16, -0.19)
N (1.20, -0.78, -1.03)
C (2.18, -1.48, -1.69)
C (3.39, -0.99, -1.29)
C (3.13, 0.06, -0.37)
C (4.24, 0.91, 0.18)
C (3.94, 1.88, 1.31)
C (4.89, 1.66, -1.00)
C (1.82, -2.58, -2.64)
C (2.35, -3.92, -2.12)
C (2.35, -2.29, -4.05)
N (-0.09, 1.84, -0.17)
N (-0.67, 1.14, -1.20)
C (-0.94, 2.00, -2.23)
C (-0.65, 3.26, -1.80)
C (-0.10, 3.14, -0.50)
C (0.42, 4.30, 0.29)
C (0.50, 4.11, 1.81)
C (1.74, 4.79, -0.31)
C (-1.33, 1.47, -3.58)
C (-2.84, 1.49, -3.84)
C (-0.67, 0.11, -3.83)
H (-2.46, -5.10, 2.03)
H (-2.61, -3.75, 3.16)
H (-1.04, -4.51, 2.87)
H (-2.65, -3.02, 0.74)
H (0.18, -4.13, 0.57)
H (-0.66, -3.22, -0.70)
H (-1.26, -4.81, -0.21)
H (-0.77, -2.18, 3.86)
H (1.00, 1.34, 3.55)
H (-0.04, -0.67, 5.62)
H (-0.91, 0.79, 5.10)
H (0.63, 0.92, 5.94)
H (2.04, -1.42, 4.42)
H (2.81, 0.13, 4.75)
H (2.72, -0.49, 3.09)
H (1.47, 1.68, 1.48)
H (4.37, -1.31, -1.61)
H (4.97, 0.17, 0.54)
H (3.26, 2.67, 0.99)
H (4.87, 2.36, 1.61)
H (3.53, 1.39, 2.20)
H (4.19, 2.38, -1.42)
H (5.22, 1.00, -1.79)
H (5.76, 2.21, -0.64)
H (0.72, -2.63, -2.68)
H (3.44, -3.92, -2.09)
H (2.03, -4.72, -2.79)
H (1.99, -4.14, -1.11)
H (3.44, -2.26, -4.05)
H (1.98, -1.34, -4.44)
H (2.04, -3.08, -4.73)
H (-0.76, 4.18, -2.35)
H (-0.33, 5.08, 0.09)
H (1.42, 3.59, 2.10)
H (-0.36, 3.57, 2.20)
H (0.53, 5.09, 2.28)
H (2.52, 4.03, -0.21)
H (2.07, 5.68, 0.22)
H (1.65, 5.04, -1.36)
H (-0.87, 2.15, -4.30)
H (-3.36, 0.77, -3.22)
H (-3.03, 1.23, -4.89)
H (-3.24, 2.48, -3.66)
H (-1.00, -0.75, -3.18)
H (0.42, 0.17, -3.78)
H (-0.95, -0.29, -4.80)
C (-5.38, -2.10, 0.86)
As (-4.52, -0.65, -0.06)
C (-5.80, 0.20, -1.20)
C (-3.74, 0.61, 1.17)
S (-2.95, -1.44, -1.43)
H (-6.30, -1.70, 1.29)
H (-4.74, -2.48, 1.66)
H (-5.61, -2.89, 0.16)
H (-6.67, 0.48, -0.60)
H (-6.11, -0.50, -1.98)
H (-5.37, 1.09, -1.64)
H (-4.50, 0.92, 1.89)
H (-3.39, 1.48, 0.61)
H (-2.91, 0.14, 1.69)

Summary:
Spin multiplicity: 2
Net charge: +3
E: -4240.9285 Eh
Energy above the lowest of the compared OMol25 structures with the same formula, charge and spin: 0.0 kJ/mol
Gap between HOMO and LUMO (alpha / beta): 0.2309 / 0.2516 Eh
Expectation value of S²: 0.761
Strongest force on any atom: 0.4 eV/A
LUMO level (alpha / beta): -10.877 / -10.508 eV



Q: Which of these has the lowest E?
A: C21H56AsF6O21S7